Entry 1:
16
Properties=species:S:1:pos:R:3 method="wB97M-V/def2-TZVPD" e_homo_ev=-8.0 fmax_ev_per_a=4.8 gap_ev=8.68 molar_mass_da=142.11 e_above_lowest_kcal_mol=82.15
C -3.12412 0.65587 -0.58592
C 1.44362 -1.84034 -0.23885
C 1.66206 0.56008 -0.18996
C 2.60700 1.61732 -0.26882
C -0.09005 -1.48836 -0.09807
N -2.96922 -0.32840 -0.09719
N -0.84878 -1.64857 0.98594
O 0.36206 0.32427 -0.20068
O 1.88004 -2.95918 -0.33016
O 2.26859 -0.75128 -0.25875
H -3.09887 1.39797 -1.31952
H 3.66045 1.58019 -0.62673
H 2.10544 2.49914 -0.11774
H -0.54145 -1.48238 -1.02638
H -0.48860 -1.52805 1.83390
H -1.77314 -1.28872 0.95695

=====

Entry 2:
18
Properties=species:S:1:pos:R:3 method="wB97M-V/def2-TZVPD" e_homo_ev=-12.0 fmax_ev_per_a=9.3 gap_ev=8.22 charge=+1 molar_mass_da=125.15 e_above_lowest_kcal_mol=120.51
C -0.70485 -1.63529 -0.44322
C -0.90776 -0.35154 -0.18216
C 1.49666 -1.05781 -0.27482
C 0.95777 1.28353 0.42317
C -2.24576 0.31573 -0.07127
N 0.22226 0.31487 -0.25288
N 0.63610 -2.01662 -0.43678
N 2.55671 -0.58460 0.09522
N 2.43768 0.85773 0.37292
H -1.36900 -2.47806 -0.49106
H 0.96680 2.32226 -0.10198
H 0.65746 1.42176 1.55306
H -2.66740 -0.24566 0.81285
H -2.10808 1.38986 0.12310
H -2.76008 -0.03162 -0.96487
H 0.77813 -3.01498 -0.51294
H 3.53788 -0.82704 0.01248
H 2.89169 1.37284 -0.38561

=====

Entry 3:
58
Properties=species:S:1:pos:R:3 method="wB97M-V/def2-TZVPD" e_homo_ev=-15.3 fmax_ev_per_a=11.1 gap_ev=2.88 charge=+2 molar_mass_da=587.33
In 31.69456 -3.23311 -29.73050
N 29.63204 -2.19053 -27.97284
S 28.15568 -2.00910 -28.04692
O 27.58531 -0.80618 -28.67554
O 27.41936 -2.59619 -26.93526
F 28.02819 -3.10780 -29.24825
S 29.80959 -0.90857 -26.78480
O 29.04269 -0.91556 -25.53613
O 30.25473 0.35564 -27.32094
F 31.20710 -1.56305 -26.37544
C 31.79798 -8.42927 -30.45179
C 32.64537 -7.15850 -30.72805
O 32.31586 -6.05888 -30.27114
N 33.72573 -7.21141 -31.53622
C 34.10074 -8.39720 -32.33200
H 31.45781 -8.90058 -31.37388
H 30.86767 -8.13917 -29.96345
H 32.34385 -9.15449 -29.84831
H 34.21549 -6.36032 -31.77260
H 33.96320 -9.29757 -31.73325
H 35.12557 -8.37550 -32.70262
H 33.41761 -8.51343 -33.17339
C 27.51697 -1.16642 -31.97446
C 28.91708 -0.67524 -31.54446
O 29.78443 -1.49382 -31.16775
N 29.22610 0.64100 -31.55890
C 30.39356 1.24024 -30.89533
H 27.12467 -1.82228 -31.19725
H 27.58381 -1.76136 -32.88532
H 26.77939 -0.41198 -32.24814
H 28.43928 1.26411 -31.67180
H 30.24251 2.24890 -30.51077
H 31.21066 1.28684 -31.61525
H 30.68593 0.65759 -30.02175
C 30.25875 -4.66348 -25.53148
C 30.88426 -5.61773 -26.46676
O 31.14325 -5.29196 -27.62702
N 31.13088 -6.80619 -25.97545
C 31.90070 -7.93285 -26.58152
H 30.85329 -3.75267 -25.60249
H 30.43925 -5.09505 -24.54696
H 29.24270 -4.38553 -25.81161
H 30.91736 -6.93356 -24.99652
H 31.34453 -8.86990 -26.60816
H 32.89740 -8.21806 -26.24487
H 31.97832 -7.76040 -27.65499
C 35.08352 -6.45261 -27.96381
C 34.63611 -5.06775 -27.50737
O 33.97055 -4.32321 -28.24192
N 35.07235 -4.60621 -26.33195
C 34.55333 -3.37263 -25.69658
H 35.98207 -6.48463 -28.57999
H 34.28360 -7.10812 -28.30811
H 35.53487 -6.95545 -27.10851
H 35.75024 -5.18936 -25.86237
H 35.34978 -2.81315 -25.20592
H 33.77851 -3.54786 -24.95022
H 34.20067 -2.69721 -26.47602

=====

Entry 4:
8
Properties=species:S:1:pos:R:3 method="wB97M-V/def2-TZVPD" e_homo_ev=-9.0 fmax_ev_per_a=4.0 smiles="O=CCS" gap_ev=9.81 molar_mass_da=76.12 e_above_lowest_kcal_mol=26.24
O 2.16667 0.23527 0.21711
C 1.13472 0.40005 -0.32679
C -0.31953 -0.62105 -0.05578
S -1.82517 0.33394 0.02894
H 0.87885 1.17227 -1.06541
H -0.36543 -1.31936 -0.88077
H -0.11181 -1.13064 0.88352
H -1.55830 0.92952 1.19918

=====

Entry 5:
24
Properties=species:S:1:pos:R:3 method="wB97M-V/def2-TZVPD" e_homo_ev="-5.9 / -8.2" fmax_ev_per_a=4.7 gap_ev="6.04 / 9.09" molar_mass_da=129.20 e_above_lowest_kcal_mol=171.68
C 1.42211 0.74769 -1.44133
C -1.11711 0.30566 -1.84858
C 0.97629 1.92104 -0.56217
C 0.14138 0.08637 -1.07319
O 0.23809 -0.70196 0.03166
H 1.48191 0.99413 -2.49845
H 2.29045 0.22636 -1.05060
H -0.88913 0.81156 -2.78437
H -1.63731 -0.62228 -2.09178
H -1.80186 0.97340 -1.30642
H 0.32607 2.62442 -1.07857
H 0.50566 1.87987 0.72485
H 1.84915 2.50738 -0.28485
C 0.23654 0.85717 2.10464
C -0.11332 -2.78396 1.05563
C -0.75979 -1.53883 0.54544
N -1.99460 -1.34315 0.57218
H -2.27297 -0.40584 0.29912
H 0.64183 -2.51597 1.79560
H -0.86325 -3.43406 1.49676
H -0.15154 0.22038 2.89232
H -0.19833 1.83579 2.27364
H 1.28746 0.64764 1.98897
H 0.40228 -3.29280 0.23950

=====

Entry 6:
17
Properties=species:S:1:pos:R:3 method="wB97M-V/def2-TZVPD" e_homo_ev="-8.3 / -8.2" fmax_ev_per_a=0.5 gap_ev="7.41 / 7.35" molar_mass_da=94.16 e_above_lowest_kcal_mol=112.62
C 1.31532 -0.38735 1.08445
C 0.38046 0.62214 0.43846
C -0.11770 0.37858 -1.03234
C 0.23692 -0.94400 -1.70727
C -1.51047 0.43439 -0.46108
C -1.11052 0.58563 0.83005
C -1.94939 0.74424 1.97121
H 2.31674 -0.34730 0.63988
H 1.41826 -0.16977 2.15360
H 0.93801 -1.41130 0.99062
H 0.79972 1.63080 0.54585
H 0.11519 1.21340 -1.70659
H -0.28488 -1.04168 -2.66553
H 1.31321 -1.00817 -1.89878
H -0.04917 -1.79700 -1.08319
H -2.50085 0.40856 -0.91440
H -1.31086 1.08882 2.81509

=====

Entry 7:
112
Properties=species:S:1:pos:R:3 method="wB97M-V/def2-TZVPD" e_homo_ev=-5.9 fmax_ev_per_a=1.0 gap_ev=6.03 molar_mass_da=890.09 e_above_lowest_kcal_mol=176.28
Na 0.39481 -0.50373 -1.46557
C 4.63497 0.84837 -1.67877
Si 3.07648 -0.11745 -1.11246
C 2.73600 0.89230 0.50365
C 3.41199 0.46673 1.80402
C 3.64572 1.67982 2.66334
C 2.60322 2.46238 2.86462
C 1.33889 2.11209 2.12325
C 1.73544 1.77886 0.67417
P 0.97061 2.40409 -0.82222
C -0.90295 2.60789 -0.49354
C -2.68907 0.64431 -0.27569
C -3.19484 0.85409 0.96751
C -2.92530 1.83185 1.92565
C -2.11989 2.97193 1.73296
C -1.31778 3.34664 0.69467
C 1.40678 4.18314 -0.77008
C 2.65814 4.54802 -0.27295
C 3.07345 5.87071 -0.31001
C 2.24888 6.84838 -0.84688
C 1.01298 6.49240 -1.36608
C 0.59858 5.17010 -1.34021
C 3.76057 -1.76032 -0.34282
C 5.13860 -2.00569 -0.29708
C 5.67017 -3.21797 0.11335
C 4.82328 -4.25578 0.47725
C 3.45502 -4.05484 0.44208
C 2.92279 -2.82314 0.05103
P 1.09376 -2.63448 0.05904
C 0.62097 -2.73549 1.84515
C 0.81836 -3.66736 2.77987
C 0.45865 -3.42882 4.18087
C -0.03043 -2.26916 4.62051
C -0.31715 -1.10444 3.71767
C 0.07494 -1.38818 2.24296
C 0.56873 -4.24227 -0.64668
C -0.24729 -5.17609 -0.01363
C -0.75520 -6.26163 -0.71677
C -0.46841 -6.41935 -2.06281
C 0.34856 -5.49744 -2.70438
C 0.85991 -4.42021 -2.00293
H 5.08867 0.41040 -2.57156
H 5.40770 0.92533 -0.90589
H 4.33133 1.86771 -1.93287
H 4.34839 -0.05649 1.61472
H 4.62060 1.85170 3.10148
H 2.62897 3.35690 3.47457
H 0.64317 2.94320 2.17178
H -3.14484 -0.00307 -1.00562
H -3.97239 0.13561 1.20963
H -3.45742 1.76244 2.86523
H -2.14115 3.68832 2.55008
H -0.77044 4.27336 0.79460
H 3.30370 3.78987 0.15263
H 4.04429 6.13894 0.08710
H 2.56780 7.88251 -0.86765
H 0.36264 7.24754 -1.79013
H -0.37305 4.91421 -1.74916
H 5.82111 -1.21781 -0.59650
H 6.74400 -3.35976 0.14005
H 5.22671 -5.21636 0.77354
H 2.78773 -4.86994 0.69707
H 1.26070 -4.62631 2.53443
H 0.65268 -4.23244 4.88129
H -0.23833 -2.12664 5.67558
H -1.38248 -0.85836 3.79343
H -0.77923 -1.15597 1.59131
H -0.49142 -5.05882 1.03376
H -1.38177 -6.98520 -0.20867
H -0.87825 -7.25979 -2.60853
H 0.57472 -5.61684 -3.75680
H 1.49605 -3.69577 -2.50310
C -1.03606 2.28088 -3.11548
C -1.70617 2.55231 -1.78071
O -1.57549 1.32799 -0.88772
C -2.97915 3.33461 -1.87201
C -3.15091 4.13519 -3.00712
C -4.27130 4.93211 -3.16209
C -5.25131 4.95558 -2.18204
C -5.07085 4.20396 -1.03332
C -3.94555 3.40941 -0.86807
H -0.39639 1.40759 -3.06296
H -0.39860 3.11717 -3.40301
H -1.78116 2.11577 -3.89250
H -2.39679 4.16550 -3.78087
H -4.37359 5.53792 -4.05314
H -6.14099 5.55788 -2.31214
H -5.80936 4.24555 -0.24299
H -3.84614 2.86252 0.05493
C -4.33297 -4.08066 0.55970
C -3.59079 -3.38167 -0.52630
C -3.84818 -3.25072 -1.87181
C -2.77370 -2.49330 -2.38734
N -1.92242 -2.18115 -1.42447
N -2.43939 -2.71524 -0.30949
C -2.56136 -2.03429 -3.79195
H -5.29868 -4.41743 0.19075
H -4.49720 -3.41809 1.41080
H -3.77562 -4.95231 0.90971
H -4.68782 -3.65306 -2.41429
H -1.93796 -2.64170 0.55911
H -2.79907 -2.83398 -4.49242
H -1.52384 -1.73107 -3.93154
H -3.21095 -1.18677 -4.02128
S 2.23375 -0.34782 4.30932
C 0.52321 0.19743 3.99617
C 0.55952 0.82040 2.56741
N 1.07723 -0.37653 1.89853
C 2.40542 -0.56103 2.45585
H 0.15118 0.82175 4.80527
H -0.47639 0.96558 2.24033
H 2.76267 -1.56906 2.28132

=====

Entry 8:
78
Properties=species:S:1:pos:R:3 method="wB97M-V/def2-TZVPD" e_homo_ev="-20.0 / -21.9" s_squared=6.02 fmax_ev_per_a=5.8 spin_multiplicity=5 gap_ev="7.96 / 4.67" charge=+4 molar_mass_da=636.83 e_above_lowest_kcal_mol=0.00
Os 0.06656 0.11047 -0.04626
C 0.84206 -0.09917 -1.76749
O 1.34117 -0.15620 -2.80374
C 0.58979 1.85306 0.33972
O 0.92699 2.95261 0.50452
P -2.03500 0.79755 -1.14162
C -3.37249 1.56194 -0.05288
H -4.17554 1.92867 -0.72138
C -1.85928 2.06784 -2.54558
H -1.07059 2.72981 -2.14513
C -2.99602 -0.57891 -2.00375
H -3.20624 -1.26256 -1.16355
C 2.43135 -2.69140 0.39666
P 2.08072 -0.91277 0.94419
H 3.23811 -1.18801 3.09359
H 1.54275 -3.22151 0.78097
C 3.73764 -0.06495 0.52591
H 4.47098 -0.88370 0.64284
C -1.37508 1.49692 -3.88144
H -2.21936 1.27306 -4.55304
H -0.76656 0.59702 -3.78060
H -0.75199 2.24946 -4.39382
C -3.10918 2.92954 -2.78362
H -3.08234 3.33649 -3.80533
H -3.16335 3.77306 -2.08457
H -4.02998 2.34450 -2.68657
C -4.33679 -0.20174 -2.65455
H -4.99726 0.37401 -1.99856
H -4.87529 -1.12688 -2.92913
H -4.18590 0.36124 -3.58641
C -2.12027 -1.32344 -3.00540
H -2.40282 -2.38528 -3.03037
H -1.05627 -1.26843 -2.73808
H -2.23728 -0.92930 -4.02290
C -3.97317 0.52888 0.89409
H -4.87293 0.04638 0.47608
H -4.26500 1.00840 1.83957
H -3.24951 -0.26544 1.12769
C -2.81372 2.75886 0.70608
H -2.08506 2.42825 1.44051
H -3.61764 3.27265 1.25673
H -2.31618 3.48876 0.06120
C 3.68100 -3.37777 0.98399
H 3.94716 -3.02695 1.98460
H 4.55060 -3.24600 0.32253
H 3.49637 -4.46449 1.05172
C 2.43344 -2.81620 -1.12054
H 3.26334 -2.25811 -1.57296
C 1.63967 0.16149 3.48032
H 1.49681 -2.44885 -1.55743
H 2.54825 -3.87116 -1.41005
C 1.42015 -2.32801 3.30618
H 0.57261 0.05897 3.70717
H 2.14514 0.37410 4.43372
H 1.74483 1.06486 2.85276
C 2.16922 -1.08332 2.81792
H 1.07427 -2.17436 4.33848
H 2.05131 -3.22685 3.29784
H 0.54002 -2.52745 2.68303
C 4.13420 1.08072 1.45630
H 3.42583 1.91809 1.38305
H 5.12209 1.46720 1.15036
H 4.21082 0.78368 2.50936
C 3.80758 0.40426 -0.92408
H 3.41463 -0.33289 -1.62851
H 4.85769 0.60195 -1.19908
H 3.24944 1.34292 -1.07491
H -0.31208 -0.14144 1.84739
H -1.25825 0.21909 1.33786
N -0.64864 2.72656 4.01316
C -1.66365 1.79998 4.29726
C -1.68070 0.90497 3.34299
N -0.70376 1.34821 2.51970
C -0.05235 2.35346 2.87519
H -0.40205 3.50963 4.59737
H -2.27336 1.88758 5.17489
H -2.35857 0.07118 3.27522
H 0.78452 2.97522 2.58853

=====

Entry 9:
5
Properties=species:S:1:pos:R:3 method="wB97M-V/def2-TZVPD" e_homo_ev="-9.6 / -9.6" fmax_ev_per_a=5.1 gap_ev="7.98 / 7.98" molar_mass_da=116.94 e_above_lowest_kcal_mol=71.02
C -2.00095 -0.45787 -0.06635
C -0.69868 -0.64959 -0.07219
C 0.45445 -0.08163 0.04069
Br 1.68844 -0.08021 1.30690
H 0.55674 1.26930 -1.20906

=====

Entry 10:
17
Properties=species:S:1:pos:R:3 method="wB97M-V/def2-TZVPD" e_homo_ev=-16.3 fmax_ev_per_a=4.4 gap_ev=12.97 charge=+1 molar_mass_da=78.13 e_above_lowest_kcal_mol=21.24
C 2.12192 0.00898 -0.04521
C 0.71851 0.39675 0.36621
C 0.09688 1.54820 -0.46538
N -0.15618 -0.87877 -0.05825
H 2.51554 -0.92738 0.46749
H 2.21073 -0.06045 -1.20323
H 2.86014 0.78354 0.22838
H 0.60015 0.54747 1.43461
H -0.27617 1.21335 -1.32398
H 0.85630 2.36537 -0.80264
H -0.79138 1.87697 0.06365
H 0.10765 -1.71281 0.56171
H -1.18257 -0.73542 0.12594
H 0.12641 -1.00471 -1.07100
H -3.52799 -1.18281 -0.19363
H -3.26899 -1.33854 1.38638
O -3.01097 -0.89975 0.52893

=====

Entry 11:
92
Properties=species:S:1:pos:R:3 method="wB97M-V/def2-TZVPD" e_homo_ev="-10.7 / -13.5" s_squared=6.03 fmax_ev_per_a=4.8 spin_multiplicity=5 gap_ev="5.43 / 5.73" charge=+2 molar_mass_da=963.52
P 1.40503 1.13155 -2.52157
C 3.13204 1.53822 -2.59214
C 3.91444 0.90574 -3.56966
H 3.47961 0.10244 -4.16853
C 5.20925 1.35294 -3.77203
H 5.80766 0.89900 -4.55588
C 5.72133 2.38912 -2.98058
H 6.73712 2.74900 -3.16147
C 4.95417 2.97105 -1.96198
H 5.36495 3.76821 -1.34521
C 3.65390 2.53904 -1.74253
H 3.02343 2.94428 -0.94677
C 1.06100 -0.50051 -3.15139
C 1.79440 -1.61351 -2.66280
H 2.60680 -1.46485 -1.95503
C 1.46292 -2.88877 -3.11449
H 2.01761 -3.75096 -2.73882
C 0.45081 -3.05639 -4.06572
H 0.22231 -4.05725 -4.44219
C -0.25547 -1.95295 -4.55271
H -1.02777 -2.08552 -5.31694
C 0.02802 -0.68248 -4.08487
H -0.50975 0.19332 -4.47628
C 0.30604 2.41129 -3.11318
C 0.69157 3.00662 -4.32856
H 1.59489 2.67088 -4.81466
C -0.11646 3.99650 -4.86846
H 0.16749 4.43328 -5.82832
C -1.26563 4.42171 -4.19487
H -1.88617 5.20258 -4.62928
C -1.61916 3.85196 -2.96339
H -2.51165 4.19934 -2.42849
C -0.84899 2.83998 -2.40877
H -1.08375 2.39682 -1.44268
Pt 0.23250 0.23153 1.94322
C -1.47527 -1.07812 1.65391
C -1.90598 -1.48010 0.44491
H -1.95388 -1.40749 2.58009
C -1.20132 -0.93302 -0.77333
O -2.08740 -0.06915 -1.51502
H -1.59702 0.42232 -2.19613
C -0.15358 -0.08835 -0.15650
H -0.72615 -1.67393 -1.41208
C 0.76431 0.79458 0.24723
Cl 2.23487 1.57539 2.90156
P -1.19829 1.96583 2.66534
P 1.65282 -1.60989 2.44308
C -0.58706 2.84986 4.12633
H 0.47883 3.05128 3.96790
H -0.68543 2.20422 5.00759
H -1.15152 3.78148 4.25671
C -1.34443 3.19872 1.34234
H -2.04733 2.83357 0.58373
H -0.36038 3.34731 0.88702
H -1.71100 4.14040 1.76900
C -2.89984 1.45616 3.04981
H -2.89039 0.62844 3.77294
H -3.39004 1.12016 2.12793
H -3.44991 2.30970 3.46785
C 2.43759 -1.57944 4.08290
H 1.76753 -2.01719 4.83256
H 2.62277 -0.53030 4.33817
H 3.38020 -2.13995 4.04764
C 0.83514 -3.23318 2.34376
H 0.43979 -3.38401 1.33208
H 0.00492 -3.26513 3.06123
H 1.55382 -4.03205 2.57559
C 3.01805 -1.66112 1.24588
H 3.44856 -0.65719 1.17302
H 2.63872 -1.97640 0.26646
H 3.77483 -2.37199 1.60185
P -3.28114 -2.56783 0.01966
C -3.76761 -3.45665 1.47771
C -2.66750 -3.65511 -1.27786
H -3.97839 -2.74801 2.29280
H -2.96156 -4.14370 1.77860
H -4.67393 -4.02995 1.22219
H -2.27693 -3.08110 -2.13103
H -3.49446 -4.29078 -1.62146
H -1.86552 -4.29237 -0.87824
C -4.58488 -1.52471 -0.62674
H -4.96692 -0.88912 0.18351
H -5.39192 -2.16155 -1.01439
H -4.17175 -0.88636 -1.42003
H 1.62949 1.52695 0.73859
Cl -0.48842 -2.36542 7.23606
C -0.73944 -0.72318 6.60240
Cl -2.25579 -0.01421 7.21850
Cl 0.63243 0.31252 7.07188
C -0.91652 -0.84823 4.99917
O -1.82284 -1.60925 4.63479
O -0.10748 -0.13660 4.30756

=====

Entry 12:
19
Properties=species:S:1:pos:R:3 method="wB97M-V/def2-TZVPD" e_homo_ev="-7.7 / -7.7" fmax_ev_per_a=0.7 gap_ev="7.22 / 7.22" molar_mass_da=139.16 e_above_lowest_kcal_mol=173.66
C 1.35905 0.85845 0.97179
C -0.88079 -1.43700 1.20621
N -0.53323 -0.55811 0.06632
C 1.16452 -0.19499 -0.02798
C 0.65672 1.33691 -0.28554
N -0.82256 -1.09753 -1.21469
C 0.61850 1.89051 -1.50122
C -1.09951 0.80962 0.21871
O 1.83426 -1.02787 -0.63719
N -2.09304 1.33950 0.56389
H -0.01017 -1.66256 -1.46910
H -1.67364 -1.64562 -1.16618
H 2.39780 1.17430 0.97926
H 0.86195 0.97307 1.93317
H -1.95924 -1.59798 1.22046
H -0.33997 -2.37282 1.07362
H -0.58069 -0.95324 2.13258
H 1.12915 1.42852 -2.34533
H -0.02908 2.73684 -1.71878